ORCA calculation (ωB97M-V/def2-TZVPD) on a structure of composition C18H54ClGaN3O10.

LUMO = 2.0 eV
gap between HOMO and LUMO = 6.62 eV
DFT total energy = -109382.43762 eV
F_max = 0.782 eV/A

```
! wB97M-V def2-TZVPD RIJCOSX def2/J DEFGRID3
* xyz -1 1
N 6.764 0.415 -0.783
C 6.456 -0.624 -0.114
N 7.064 -0.970 1.122
N 5.500 -1.532 -0.619
C 4.142 -1.333 0.003
C 3.027 -1.336 -1.024
C 2.942 -0.062 -1.868
C 1.525 0.163 -2.423
Ga 0.016 0.555 -1.098
C 0.493 1.823 0.416
C 1.932 1.759 0.958
C 2.878 2.834 0.389
O 2.461 3.405 -0.854
C -0.831 -1.196 -0.290
C -0.175 -1.701 0.885
O 0.049 -1.200 1.941
Cl 0.432 -3.478 0.686
H 7.456 0.977 -0.289
H 6.561 -1.698 1.611
H 7.131 -0.156 1.721
H 5.810 -2.463 -0.359
H 4.160 -0.392 0.560
H 3.987 -2.133 0.737
H 2.075 -1.559 -0.538
H 3.227 -2.173 -1.703
H 3.317 0.801 -1.303
H 3.652 -0.180 -2.695
H 1.264 -0.733 -3.001
H 1.562 0.982 -3.152
H -1.192 1.207 -1.931
H -0.180 1.579 1.245
H 0.226 2.833 0.100
H 1.903 1.911 2.046
H 2.375 0.771 0.816
H 3.875 2.395 0.240
H 2.973 3.679 1.074
H 2.438 2.700 -1.510
H -0.944 -1.946 -1.068
H -1.827 -0.872 0.021
C -4.920 -2.982 0.900
O -3.614 -2.615 0.463
H -5.629 -2.317 0.412
H -5.155 -4.013 0.614
H -5.030 -2.875 1.977
H -2.982 -3.198 0.894
C 10.679 0.197 1.230
O 9.904 -0.284 2.318
H 11.680 0.394 1.607
H 10.745 -0.543 0.427
H 10.273 1.128 0.823
H 9.019 -0.462 1.981
C -8.235 -1.777 3.215
O -7.261 -2.797 3.053
H -8.339 -1.273 2.258
H -9.208 -2.194 3.496
H -7.925 -1.052 3.973
H -7.160 -3.239 3.904
C -1.904 4.117 -4.118
O -1.244 3.841 -2.895
H -2.779 3.474 -4.160
H -2.233 5.163 -4.161
H -1.265 3.907 -4.982
H -0.463 4.397 -2.837
C -9.057 -0.500 -1.080
O -9.697 -1.172 0.001
H -8.077 -0.189 -0.728
H -8.924 -1.162 -1.940
H -9.618 0.385 -1.391
H -10.563 -1.459 -0.295
C -4.272 4.980 -1.447
O -4.821 3.981 -2.301
H -3.761 5.698 -2.082
H -5.063 5.492 -0.889
H -3.546 4.550 -0.754
H -5.256 3.327 -1.750
C -6.119 -1.933 6.867
O -6.628 -3.026 6.109
H -5.654 -1.248 6.164
H -6.918 -1.409 7.398
H -5.366 -2.265 7.585
H -7.041 -3.649 6.713
C 6.541 -1.536 -4.756
O 5.832 -1.296 -3.557
H 5.889 -2.115 -5.408
H 6.805 -0.605 -5.270
H 7.457 -2.112 -4.581
H 6.378 -0.786 -2.948
*
```

Charges obtained by Löwdin population analysis, quoted in units of e:
1. N 0.146
2. C -0.545
3. N 0.111
4. N 0.017
5. C -0.187
6. C -0.205
7. C -0.291
8. C -0.269
9. Ga 0.457
10. C -0.263
11. C -0.265
12. C -0.270
13. O -0.098
14. C -0.258
15. C -0.846
16. O 0.007
17. Cl 0.441
18. H 0.039
19. H 0.089
20. H 0.090
21. H 0.110
22. H 0.102
23. H 0.112
24. H 0.058
25. H 0.120
26. H 0.072
27. H 0.087
28. H 0.044
29. H 0.033
30. H -0.043
31. H 0.035
32. H 0.033
33. H 0.095
34. H 0.061
35. H 0.092
36. H 0.105
37. H 0.057
38. H 0.045
39. H 0.058
40. C -0.156
41. O -0.130
42. H 0.072
43. H 0.076
44. H 0.058
45. H 0.067
46. C -0.170
47. O -0.136
48. H 0.072
49. H 0.077
50. H 0.072
51. H 0.013
52. C -0.152
53. O -0.134
54. H 0.059
55. H 0.075
56. H 0.071
57. H 0.046
58. C -0.177
59. O -0.147
60. H 0.071
61. H 0.066
62. H 0.072
63. H 0.074
64. C -0.155
65. O -0.131
66. H 0.077
67. H 0.076
68. H 0.073
69. H 0.069
70. C -0.161
71. O -0.130
72. H 0.068
73. H 0.069
74. H 0.082
75. H 0.071
76. C -0.145
77. O -0.129
78. H 0.084
79. H 0.076
80. H 0.077
81. H 0.078
82. C -0.176
83. O -0.142
84. H 0.073
85. H 0.072
86. H 0.069
87. H 0.037

ORCA calculation (ωB97M-V/def2-TZVPD) on a structure of composition C37H53IrN2O4P at a distorted geometry.

LUMO (alpha / beta) = -0.3 / -0.3 eV
gap between HOMO and LUMO (alpha / beta) = 6.81 / 6.70 eV
DFT total energy = -62525.65334 eV
F_max = 4.594 eV/A

```
! wB97M-V def2-TZVPD RIJCOSX def2/J DEFGRID3
* xyz 0 2
Ir 1.194 1.218 -0.729
O -3.189 2.708 -1.046
C -2.979 3.965 -1.480
C -4.078 4.787 -1.707
C -3.908 6.075 -2.177
C -2.631 6.556 -2.441
C -1.533 5.758 -2.210
C -1.674 4.453 -1.722
C -0.513 3.611 -1.494
O -0.634 2.446 -0.916
N 0.669 4.055 -1.882
N 1.709 3.276 -1.673
C 2.883 3.700 -2.195
C 4.167 3.205 -1.962
C 5.268 3.910 -2.540
C 6.566 3.652 -2.195
C 6.858 2.695 -1.222
C 5.825 1.911 -0.716
C 4.518 2.101 -1.116
O 3.581 1.158 -0.720
H -2.295 2.294 -0.942
H -5.062 4.385 -1.511
H -4.769 6.702 -2.349
H -2.501 7.555 -2.829
H -0.537 6.120 -2.405
H 2.817 4.577 -2.834
H 5.049 4.686 -3.258
H 7.366 4.209 -2.663
H 7.871 2.548 -0.885
H 6.044 1.124 -0.008
O -0.515 -0.433 -0.472
P -0.992 -1.466 0.489
C -0.879 -3.056 -0.501
C -0.878 -4.445 0.135
C -2.268 -5.032 0.355
C -3.090 -4.989 -0.928
C -3.206 -3.557 -1.431
C -1.824 -2.971 -1.706
C 0.269 -1.577 1.865
C 0.647 -0.143 2.249
C 1.697 -0.113 3.356
C 1.260 -0.935 4.585
C -0.096 -1.603 4.374
C -0.071 -2.435 3.093
C -2.729 -0.992 0.996
C -3.433 -1.829 2.062
C -4.773 -1.180 2.406
C -4.562 0.158 3.126
C -3.209 0.784 2.767
C -2.851 0.512 1.309
H 0.139 -2.881 -0.885
H -0.322 -4.431 1.073
H -0.336 -5.110 -0.547
H -2.790 -4.479 1.136
H -2.168 -6.065 0.694
H -4.084 -5.399 -0.744
H -2.612 -5.603 -1.692
H -3.735 -2.964 -0.687
H -3.795 -3.527 -2.349
H -1.903 -1.926 -2.019
H -1.377 -3.524 -2.537
H 1.125 -2.037 1.353
H -0.242 0.404 2.566
H 1.056 0.388 1.359
H 1.874 0.926 3.639
H 2.642 -0.496 2.965
H 1.206 -0.290 5.462
H 2.000 -1.711 4.793
H -0.879 -0.845 4.328
H -0.323 -2.254 5.222
H -1.018 -2.956 2.954
H 0.698 -3.202 3.211
H -3.232 -1.152 0.032
H -2.843 -1.896 2.975
H -3.606 -2.841 1.694
H -5.361 -1.852 3.036
H -5.337 -1.025 1.485
H -4.614 0.014 4.208
H -5.368 0.841 2.850
H -2.437 0.394 3.433
H -3.257 1.862 2.927
H -1.933 1.031 1.033
H -3.645 0.932 0.692
C 3.298 -1.664 -0.526
C 3.380 -1.010 -1.905
C 4.815 -1.083 -2.448
C 2.425 -1.720 -2.870
C 2.942 0.453 -1.818
H 3.490 -2.736 -0.578
H 2.300 -1.495 -0.128
H 4.017 -1.209 0.150
H 5.166 -2.114 -2.483
H 5.484 -0.507 -1.815
H 4.862 -0.669 -3.454
H 2.719 -2.758 -3.007
H 2.429 -1.227 -3.839
H 1.407 -1.689 -2.485
H 3.158 0.963 -2.760
*
```

Charges obtained by Löwdin population analysis, quoted in units of e:
1. Ir 1.089
2. O 0.048
3. C -0.255
4. C -0.017
5. C -0.083
6. C -0.099
7. C -0.027
8. C -0.082
9. C -0.391
10. O -0.204
11. N 0.028
12. N -0.069
13. C -0.056
14. C -0.151
15. C -0.029
16. C -0.094
17. C -0.065
18. C -0.019
19. C -0.215
20. O -0.181
21. H 0.061
22. H 0.114
23. H 0.101
24. H 0.096
25. H 0.105
26. H 0.122
27. H 0.110
28. H 0.103
29. H 0.102
30. H 0.121
31. O -0.424
32. P 0.858
33. C -0.328
34. C -0.179
35. C -0.197
36. C -0.199
37. C -0.196
38. C -0.193
39. C -0.323
40. C -0.224
41. C -0.169
42. C -0.185
43. C -0.204
44. C -0.188
45. C -0.308
46. C -0.195
47. C -0.184
48. C -0.187
49. C -0.188
50. C -0.180
51. H 0.101
52. H 0.098
53. H 0.123
54. H 0.086
55. H 0.113
56. H 0.110
57. H 0.115
58. H 0.090
59. H 0.115
60. H 0.108
61. H 0.123
62. H 0.101
63. H 0.104
64. H 0.043
65. H 0.112
66. H 0.110
67. H 0.105
68. H 0.108
69. H 0.092
70. H 0.115
71. H 0.086
72. H 0.117
73. H 0.107
74. H 0.102
75. H 0.086
76. H 0.110
77. H 0.115
78. H 0.108
79. H 0.109
80. H 0.086
81. H 0.118
82. H 0.087
83. H 0.115
84. C -0.048
85. C -0.598
86. C -0.035
87. C -0.049
88. C -0.251
89. H 0.090
90. H 0.039
91. H 0.083
92. H 0.086
93. H 0.067
94. H 0.088
95. H 0.086
96. H 0.086
97. H 0.064
98. H 0.111

ORCA calculation (ωB97M-V/def2-TZVPD) on an isolated molecule of C4H6O2 at a distorted geometry.

LUMO = 0.9 eV
gap between HOMO and LUMO = 10.81 eV
SMILES = O=CCCC=O
DFT total energy = -8338.94898 eV
F_max = 5.086 eV/A

```
! wB97M-V def2-TZVPD RIJCOSX def2/J DEFGRID3
* xyz 0 1
O -0.665 2.355 -0.854
C -0.619 1.671 0.132
C -0.696 0.208 0.116
C 0.619 -0.355 -0.454
C 0.742 -1.769 -0.010
O 0.591 -2.102 1.087
H -0.599 2.106 1.116
H -0.795 -0.176 1.171
H -1.557 -0.117 -0.530
H 1.472 0.118 0.022
H 0.746 -0.056 -1.508
H 1.048 -2.434 -0.839
*
```

Charges obtained by natural (NBO) population analysis, quoted in units of e:
1. O -0.517
2. C 0.438
3. C -0.512
4. C -0.516
5. C 0.464
6. O -0.502
7. H 0.107
8. H 0.236
9. H 0.238
10. H 0.233
11. H 0.237
12. H 0.095

ORCA calculation (ωB97M-V/def2-TZVPD) on an isolated molecule of C4H6N2 at a distorted geometry.

LUMO = 0.7 eV
gap between HOMO and LUMO = 9.96 eV
SMILES = C1=NN=CCC1
DFT total energy = -7221.79853 eV
F_max = 4.337 eV/A

```
! wB97M-V def2-TZVPD RIJCOSX def2/J DEFGRID3
* xyz 0 1
C -0.882 -0.624 0.102
C 0.223 -0.502 -0.852
C 1.372 0.276 -0.257
C -1.042 0.763 0.939
H -0.194 -1.308 0.829
H -1.886 -0.964 -0.274
H 0.680 -1.599 -0.976
H 0.113 -0.060 -1.817
H 2.410 0.156 -0.811
H -1.987 1.448 1.175
N 1.247 0.946 0.846
N -0.054 1.466 1.097
*
```

Charges obtained by natural (NBO) population analysis, quoted in units of e:
1. C -0.479
2. C -0.492
3. C 0.105
4. C 0.083
5. H 0.233
6. H 0.246
7. H 0.234
8. H 0.225
9. H 0.197
10. H 0.210
11. N -0.295
12. N -0.266

ORCA calculation (ωB97M-V/def2-TZVPD) on a structure of composition C26H16N6O4S2V at a distorted geometry.

LUMO (alpha / beta) = -0.8 / -1.0 eV
gap between HOMO and LUMO (alpha / beta) = 5.65 / 5.87 eV
DFT total energy = -91712.32075 eV
F_max = 1.741 eV/A

```
! wB97M-V def2-TZVPD RIJCOSX def2/J DEFGRID3
* xyz 0 4
V 0.201 -0.325 -0.801
O -1.228 3.868 -1.134
C -0.623 2.694 -0.889
O -0.914 1.671 -1.564
C 0.346 2.647 0.115
C 0.896 3.752 0.827
C 2.003 3.578 1.584
C 2.605 2.272 1.654
C 1.997 1.267 0.991
N 0.887 1.380 0.251
C 2.432 -0.155 0.938
O 3.488 -0.605 1.534
O 1.732 -0.925 0.320
H -1.796 3.723 -1.902
H 0.428 4.724 0.721
H 2.449 4.413 2.108
H 3.515 2.106 2.220
H 3.994 0.129 1.912
C -2.123 -1.113 -4.405
C -3.371 -0.685 -4.005
C -3.564 -0.318 -2.682
C -2.499 -0.381 -1.817
N -1.286 -0.778 -2.201
C -1.101 -1.148 -3.473
C -2.607 -0.039 -0.357
C -3.733 0.522 0.206
C -3.771 0.736 1.573
C -2.706 0.329 2.349
C -1.603 -0.225 1.727
N -1.533 -0.353 0.390
C -0.459 -0.765 2.525
C -0.013 -0.171 3.699
C 1.016 -0.789 4.394
C 1.568 -1.953 3.885
C 1.078 -2.448 2.682
N 0.078 -1.870 2.021
H -1.924 -1.412 -5.425
H -4.192 -0.637 -4.711
H -4.534 0.012 -2.336
H -0.108 -1.474 -3.733
H -4.568 0.805 -0.419
H -4.639 1.197 2.031
H -2.733 0.414 3.429
H -0.438 0.763 4.046
H 1.384 -0.361 5.320
H 2.365 -2.472 4.404
H 1.496 -3.341 2.227
S 1.845 0.142 -2.461
C 2.615 -1.448 -2.582
C 3.889 -1.490 -3.278
N 4.898 -1.485 -3.835
C 2.091 -2.589 -2.105
S 0.539 -2.737 -1.300
C 2.830 -3.829 -2.279
N 3.403 -4.823 -2.387
*
```

Charges obtained by natural (NBO) population analysis, quoted in units of e:
1. V 1.139
2. O -0.669
3. C 0.703
4. O -0.698
5. C -0.036
6. C -0.162
7. C -0.210
8. C -0.269
9. C 0.072
10. N -0.524
11. C 0.819
12. O -0.602
13. O -0.585
14. H 0.499
15. H 0.236
16. H 0.223
17. H 0.205
18. H 0.500
19. C -0.246
20. C -0.133
21. C -0.231
22. C 0.175
23. N -0.463
24. C 0.126
25. C 0.305
26. C -0.250
27. C -0.129
28. C -0.233
29. C 0.221
30. N -0.496
31. C 0.142
32. C -0.237
33. C -0.174
34. C -0.245
35. C 0.062
36. N -0.373
37. H 0.236
38. H 0.225
39. H 0.220
40. H 0.247
41. H 0.225
42. H 0.228
43. H 0.232
44. H 0.224
45. H 0.223
46. H 0.228
47. H 0.221
48. S -0.200
49. C -0.281
50. C 0.270
51. N -0.322
52. C -0.267
53. S -0.117
54. C 0.270
55. N -0.318

ORCA calculation (ωB97M-V/def2-TZVPD) on a cluster of 2 separate species, CCl2FN in total at a distorted geometry.

LUMO (alpha / beta) = -0.2 / -0.5 eV
gap between HOMO and LUMO (alpha / beta) = 10.67 / 7.85 eV
DFT total energy = -30282.63361 eV
F_max = 4.756 eV/A

```
! wB97M-V def2-TZVPD RIJCOSX def2/J DEFGRID3
* xyz 0 1
C 0.053 -0.162 0.595
N 0.052 -0.478 -1.392
F -0.050 0.762 -1.876
Cl 0.275 -1.468 1.560
Cl -0.329 1.345 1.113
*
```

Charges obtained by natural (NBO) population analysis, quoted in units of e:
1. C -0.197
2. N 0.165
3. F -0.219
4. Cl 0.126
5. Cl 0.124